[1]
8
Properties=species:S:1:pos:R:3:forces:R:3 method="wB97M-V/def2-TZVPD" homo_lumo_gap_ev="10.860 / 8.565" e_homo_ev="-16.32 / -16.04" spin_multiplicity=2 total_charge=+1 fmax_ev_per_a=2.40
H -1.717 0.924 -1.285 0.5 -0.8 -0.4
C -1.702 0.048 -0.643 -0.9 0.0 1.9
C -2.010 -0.621 0.341 0.2 1.7 -0.7
H -2.615 -0.821 1.218 0.4 -0.8 -0.3
O 1.155 0.631 -0.613 0.9 -2.0 1.0
O 1.644 -0.633 -0.048 0.4 2.0 -0.8
H 1.554 -1.273 -0.767 -0.2 -0.3 -0.4
Cu 0.109 0.109 0.901 -1.3 0.1 -0.3

---

[2]
9
Properties=species:S:1:pos:R:3:forces:R:3 method="wB97M-V/def2-TZVPD" homo_lumo_gap_ev=10.530 e_homo_ev=-11.01 fmax_ev_per_a=3.89
C 0.008 -1.174 -2.579 2.7 -0.3 -1.9
N 0.249 0.460 0.662 3.6 -0.5 -1.4
N -0.939 -0.897 -2.039 -2.7 0.5 1.8
N -0.618 1.285 0.785 -1.9 0.1 1.1
N -1.396 2.086 0.761 -0.1 0.3 0.1
N 0.281 -0.828 1.315 -2.9 0.9 -1.9
O -0.435 -0.963 2.259 0.3 -0.3 1.3
O 0.816 -1.632 0.618 1.1 -0.5 0.7
Br 1.459 -1.324 -3.624 0.0 -0.2 0.2

---

[3]
16
Properties=species:S:1:pos:R:3:forces:R:3 method="wB97M-V/def2-TZVPD" homo_lumo_gap_ev=10.338 e_homo_ev=-9.42 fmax_ev_per_a=2.59 smiles=CC(C)(Cl)CN
C 0.432 -0.010 1.431 -2.2 0.0 -0.5
C 0.443 0.291 -0.043 1.2 -1.4 -1.5
C 1.672 -0.540 -0.660 -0.9 2.4 -0.4
C -0.936 -0.148 -0.721 1.8 -0.5 -0.2
H -0.652 0.115 1.606 0.5 0.0 1.0
H 0.973 0.748 1.993 0.4 -0.7 0.2
H 0.643 -1.075 1.515 0.5 0.2 0.8
H 2.656 -0.128 -0.333 -0.8 -0.1 -0.4
H 1.586 -1.498 -0.194 -0.1 -0.9 -0.3
H 1.579 -0.545 -1.771 0.4 -0.3 0.8
H -1.024 0.046 -1.810 0.7 0.2 0.5
H -0.872 -1.306 -0.675 -0.9 1.8 0.5
H -2.837 -0.007 0.042 0.4 0.0 0.1
H -2.266 1.466 -0.234 0.9 -0.4 -0.4
N -1.968 0.525 0.024 -2.1 -0.9 0.4
Cl 0.572 2.066 -0.171 0.3 0.4 -0.6

---

[4]
13
Properties=species:S:1:pos:R:3:forces:R:3 method="wB97M-V/def2-TZVPD" homo_lumo_gap_ev=9.031 e_homo_ev=-9.06 fmax_ev_per_a=4.65 smiles="C=C/C(=N/O)C(=O)O"
C 0.017 -0.050 -0.257 1.2 3.3 0.6
C -1.246 -0.731 -0.233 -1.7 -0.8 1.3
C -2.326 -0.075 0.262 0.5 -0.4 -0.3
C 1.272 -0.783 -0.098 -0.6 -1.0 -0.4
H 1.081 2.667 -0.640 0.0 0.7 0.1
H -1.171 -1.835 -0.377 -0.4 1.1 -0.5
H -2.052 0.920 0.664 -0.9 -0.5 -0.4
H -3.379 -0.465 0.295 1.4 0.3 0.1
H 2.859 -0.707 0.780 0.2 0.1 0.0
N 0.089 1.265 -0.213 -3.5 -2.8 -1.0
O 1.274 1.792 -0.315 2.0 1.4 -0.3
O 2.165 -0.068 0.552 1.5 -0.9 1.0
O 1.417 -1.932 -0.420 0.3 -0.4 -0.1

---

[5]
8
Properties=species:S:1:pos:R:3:forces:R:3 method="wB97M-V/def2-TZVPD" homo_lumo_gap_ev="7.754 / 8.049" e_homo_ev="-7.00 / -10.95" spin_multiplicity=3 fmax_ev_per_a=2.65
C 1.205 -1.346 0.182 0.1 -0.2 -0.4
C -1.167 0.319 -0.280 -1.1 -1.7 -0.8
C -0.259 1.253 -0.096 2.2 -1.4 0.5
N 2.270 -1.188 -0.226 -0.6 -0.1 0.5
S -2.435 -0.612 -0.333 -0.4 0.0 0.0
H 0.146 -1.435 0.419 0.7 -0.1 0.0
H -0.573 2.099 0.401 -0.1 2.5 0.7
H 0.813 0.910 -0.067 -0.8 1.1 -0.4

---

[6]
75
Properties=species:S:1:pos:R:3:forces:R:3 method="wB97M-V/def2-TZVPD" homo_lumo_gap_ev=8.772 e_homo_ev=-8.69 fmax_ev_per_a=1.65
C 2.670 -2.559 -2.285 0.1 -0.2 0.2
C 2.073 -1.732 -3.374 -0.5 0.4 -0.6
H 2.296 -3.582 -2.334 0.1 -0.1 0.1
H 2.408 -2.144 -1.310 0.1 -0.1 -0.1
H 3.765 -2.602 -2.378 -0.2 0.0 0.1
C 1.894 -2.196 -4.620 0.1 0.6 0.4
C 2.273 -3.557 -5.078 0.1 -0.9 -0.3
H 1.492 -1.576 -5.416 0.0 0.2 0.4
H 1.843 -4.351 -4.456 0.1 0.1 0.1
H 3.359 -3.717 -5.096 -0.1 0.1 0.1
H 1.911 -3.750 -6.095 0.1 0.1 0.2
In 1.948 0.532 2.551 0.1 -0.7 -0.5
Cl 2.878 0.868 4.684 0.1 -0.1 -0.5
Cl 3.113 1.626 0.717 -0.2 -0.2 0.5
C 0.588 3.220 2.221 -0.6 -1.5 -0.3
O 0.375 1.979 2.417 0.3 1.5 0.1
N -0.406 3.990 1.805 0.2 -0.2 0.2
C -1.769 3.452 1.766 0.1 0.0 -0.2
C -0.108 5.266 1.169 0.0 0.1 0.1
H 1.583 3.678 2.362 -0.4 -0.2 -0.2
H -2.013 2.947 2.708 0.2 0.0 -0.3
H -1.905 2.777 0.916 0.1 -0.1 0.3
H -2.442 4.289 1.623 -0.1 0.2 0.1
H 0.802 5.651 1.634 -0.2 0.2 -0.2
H -0.948 5.944 1.305 0.2 0.1 0.3
H 0.045 5.166 0.090 0.1 -0.2 0.1
H -0.071 -4.748 3.702 -0.3 0.1 0.1
H -0.718 -2.972 1.555 -0.5 -0.1 0.2
C -1.169 -4.848 3.703 -0.2 -0.1 0.1
C -1.719 -3.360 1.822 0.3 -0.1 -0.4
N -1.838 -3.644 3.239 0.2 0.2 0.2
H -1.534 -5.066 4.712 0.3 -0.1 -0.2
C -2.109 -2.678 4.131 0.3 1.1 -0.4
O -2.254 -1.478 3.857 -0.3 -1.3 0.2
H -2.486 -2.657 1.489 0.2 -0.1 0.3
H -2.169 -3.057 5.166 0.0 0.1 -0.1
H -1.427 -5.665 3.030 -0.1 -0.1 0.2
H -1.849 -4.319 1.313 -0.1 0.2 -0.1
O 0.791 -0.440 -1.798 -0.6 -0.2 -0.2
C 1.687 -0.316 -2.926 -0.2 0.1 0.2
C 0.039 0.248 -4.824 -0.2 0.3 -0.2
C 1.173 0.572 -4.067 0.2 -0.1 0.0
H -0.509 -0.683 -4.633 0.2 0.5 0.1
C -0.398 1.098 -5.857 0.2 -0.3 0.3
H 2.580 0.149 -2.461 -0.2 -0.1 -0.6
C 1.915 1.706 -4.424 -0.4 -0.4 -0.1
H -1.313 0.862 -6.405 0.3 0.0 0.1
C 0.342 2.229 -6.200 0.3 -0.2 0.2
C 1.515 2.507 -5.494 0.1 0.1 0.2
H 2.828 1.902 -3.865 -0.2 0.2 -0.2
H 0.040 2.865 -7.032 0.0 -0.1 0.2
H 2.141 3.357 -5.762 -0.2 -0.1 0.0
Si -0.604 0.327 -1.304 -0.2 0.5 -1.5
Cl 1.497 -1.640 1.441 0.8 0.8 1.1
C -2.090 -0.025 -2.423 0.1 0.2 -0.3
C -0.281 2.181 -1.367 -0.1 0.1 0.0
C -1.202 -0.302 0.303 0.6 -0.2 0.6
H -1.993 0.461 -3.404 -0.2 -0.1 0.3
H -3.008 0.347 -1.932 0.3 -0.2 -0.2
H -2.194 -1.108 -2.590 -0.1 0.2 0.1
H -1.616 -1.300 0.136 -0.1 0.2 0.0
H -1.937 0.341 0.802 0.1 -0.1 -0.2
H -0.333 -0.448 0.951 -0.6 0.2 0.1
H -0.137 2.505 -2.410 0.0 -0.1 0.2
H 0.628 2.436 -0.807 -0.2 0.0 0.0
H -1.138 2.750 -0.974 0.3 -0.1 -0.1
C -1.338 0.475 6.918 0.3 0.1 -0.1
C -0.129 0.157 6.055 0.7 -0.2 -0.2
O -0.303 0.253 4.642 -1.0 -0.3 0.1
H -1.708 1.478 6.708 -0.2 0.0 0.0
H -0.985 0.463 7.953 -0.2 0.0 0.0
H -2.149 -0.258 6.820 0.2 0.2 -0.1
H 0.708 0.839 6.257 -0.4 -0.2 0.2
H 0.219 -0.859 6.307 0.0 0.1 0.0
H -1.122 -0.258 4.424 0.7 0.3 -0.1

---

[7]
45
Properties=species:S:1:pos:R:3:forces:R:3 method="wB97M-V/def2-TZVPD" homo_lumo_gap_ev=8.659 e_homo_ev=-8.21 fmax_ev_per_a=0.68 smiles="Cc1ccc2cc(CNCCc3ccccc3C)c(=O)[nH]c2c1"
C -1.001 -6.514 2.510 0.0 0.0 0.0
C -0.936 -5.080 2.085 0.0 0.2 0.0
C -0.685 -4.074 2.997 0.0 -0.1 -0.1
C -0.631 -2.741 2.589 -0.1 -0.2 -0.6
N -0.382 -1.734 3.481 0.1 -0.1 0.4
C -0.305 -0.389 3.185 0.0 -0.2 0.1
O -0.070 0.415 4.071 0.0 0.2 0.1
C -0.521 -0.059 1.780 -0.1 0.0 -0.4
C -0.770 -1.028 0.872 0.1 0.4 0.4
C -0.832 -2.406 1.237 0.0 -0.4 0.4
C -1.085 -3.437 0.324 0.0 0.0 0.2
C -1.136 -4.744 0.740 0.0 0.0 -0.1
H -1.332 -5.532 0.028 0.0 -0.1 -0.1
H -1.240 -3.186 -0.715 0.0 0.0 -0.1
H -0.923 -0.755 -0.162 0.0 0.1 -0.1
C -0.456 1.398 1.416 0.1 0.1 0.2
N -0.077 1.583 0.027 -0.1 0.2 -0.1
H -0.305 2.530 -0.262 0.0 -0.1 0.0
C 1.339 1.358 -0.208 0.1 -0.1 -0.1
C 1.657 1.431 -1.707 0.0 0.0 0.3
C 1.326 2.787 -2.267 0.1 0.0 -0.1
C 2.228 3.826 -2.073 0.0 0.0 0.0
C 1.965 5.104 -2.531 0.1 0.1 0.0
C 0.780 5.355 -3.200 0.0 0.1 0.0
C -0.123 4.328 -3.400 0.0 0.1 0.0
C 0.128 3.041 -2.941 0.0 0.0 0.0
C -0.882 1.957 -3.181 0.0 0.0 0.0
H -1.129 1.449 -2.251 -0.1 -0.1 0.0
H -0.487 1.219 -3.881 0.0 -0.1 0.0
H -1.791 2.374 -3.607 -0.1 0.0 0.0
H -1.047 4.528 -3.924 -0.1 0.0 0.0
H 0.561 6.348 -3.565 0.0 0.1 0.0
H 2.680 5.897 -2.368 0.1 0.1 0.0
H 3.155 3.625 -1.553 0.1 0.0 0.1
H 1.100 0.651 -2.223 0.0 -0.1 0.0
H 2.723 1.234 -1.837 0.0 0.0 -0.1
H 1.967 2.086 0.336 0.0 -0.1 0.0
H 1.586 0.360 0.166 0.1 0.1 0.0
H -1.451 1.834 1.563 0.1 0.0 0.1
H 0.226 1.897 2.125 -0.1 -0.1 -0.1
H -0.235 -1.976 4.454 0.0 0.2 -0.2
H -0.529 -4.312 4.040 0.0 -0.1 0.1
H -0.272 -7.105 1.956 0.0 -0.1 0.0
H -1.988 -6.924 2.300 0.0 -0.1 0.0
H -0.800 -6.619 3.572 0.0 -0.1 0.1

---

[8]
21
Properties=species:S:1:pos:R:3:forces:R:3 method="wB97M-V/def2-TZVPD" homo_lumo_gap_ev="5.796 / 6.537" e_homo_ev="-15.90 / -16.62" spin_multiplicity=2 total_charge=+2 fmax_ev_per_a=5.53
Li -0.366 2.159 -0.133 -1.0 0.3 -0.5
O -1.349 0.865 -1.272 0.3 -0.5 0.5
O 0.265 -0.496 -2.034 0.4 -0.9 0.3
C 1.234 0.561 -2.319 -0.5 0.4 -0.4
C 2.090 0.858 -1.105 1.4 -0.6 -1.9
O 1.348 1.336 -0.029 -0.5 -0.2 2.8
C -0.867 -0.225 -1.482 0.0 1.3 -0.3
H 1.840 0.171 -3.143 -0.1 0.1 0.3
H 0.675 1.440 -2.666 0.2 -0.1 0.0
H 2.841 1.605 -1.422 -0.3 -0.1 0.2
H 2.664 -0.053 -0.858 -0.3 0.2 0.2
Sc 1.161 0.803 1.799 -1.3 0.2 -1.3
O -0.734 1.628 1.815 3.0 1.6 0.0
O -0.489 -0.493 2.172 1.0 1.7 0.2
C -0.973 -1.761 1.908 0.3 -1.5 1.4
C -1.156 -2.184 0.619 -0.8 -0.7 -0.8
O -2.533 0.465 2.549 2.4 0.5 -0.1
C -1.377 0.633 2.281 -5.3 -1.7 -0.2
H -1.380 -2.240 2.796 1.0 -0.5 0.1
H -0.780 -3.172 0.346 -0.7 -0.2 0.4
H -2.115 -1.902 0.178 0.7 0.8 -1.0

---

Number 1: electronic energy -50842.7158 eV. Number 2: electronic energy -82617.7628 eV. Number 3: electronic energy -18322.1621 eV. Number 4: electronic energy -11858.5862 eV. Number 5: electronic energy -15479.9970 eV. Number 6: electronic energy -85289.6538 eV. Number 7: electronic energy -26126.1093 eV. Number 8: electronic energy -39506.7984 eV.